ORCA calculation (ωB97M-V with the def2-TZVPD basis set) on one molecule with the formula C5H9NO.

SMILES ... C=C1NCCCO1
Kohn-Sham gap ... 9.701 eV
HOMO level ... -0.3208 hartree

XYZ file:
```
16
Properties=species:S:1:pos:R:3:forces:R:3
C 1.5562 -1.0508 -1.3001 0.038 0.090 -0.040
C 1.1245 -0.0665 -0.5225 0.041 -0.266 -0.167
N 1.0683 -0.1880 0.8877 -0.145 0.155 -0.133
C -0.3246 -0.6122 1.1587 -0.175 -0.067 0.190
C -1.3361 0.0888 0.2132 0.029 -0.016 -0.007
C -0.6964 1.3694 -0.3084 -0.202 0.102 0.150
O 0.4973 1.0446 -1.0362 0.096 -0.077 -0.048
H 1.3608 -1.0288 -2.3634 0.171 0.034 0.020
H 2.0628 -1.8968 -0.8509 -0.018 0.170 -0.100
H 1.2516 0.7219 1.3116 -0.092 -0.252 -0.041
H -0.5386 -0.3950 2.2070 -0.064 -0.009 -0.046
H -0.3721 -1.6970 1.0128 -0.001 0.203 0.130
H -1.5677 -0.5458 -0.6513 0.071 0.048 0.193
H -2.2820 0.2985 0.7229 0.142 0.033 -0.048
H -0.4660 2.0474 0.5270 0.037 -0.056 -0.150
H -1.3380 1.9103 -1.0080 0.071 -0.093 0.096
```
Forces are in eV/Å.

ORCA calculation (ωB97M-V with the def2-TZVPD basis set) on one molecule with the formula C5H9NO.

SMILES ... CC(=O)[C@@H]1C[C@H]1N
Kohn-Sham gap ... 10.388 eV
HOMO level ... -0.3431 hartree

XYZ file:
```
16
Properties=species:S:1:pos:R:3:forces:R:3
C 2.1595 -0.7632 -0.9693 0.139 0.090 0.172
C 1.2974 -0.4909 0.2453 0.686 -0.068 -0.146
O 1.7598 -0.4578 1.3687 -0.246 -0.038 -0.345
C -0.1195 -0.2267 -0.0552 -2.523 -1.606 0.840
C -0.6380 1.0605 -0.6258 -0.549 -0.253 -0.021
C -0.9930 0.6556 0.7793 0.019 -0.588 0.217
N -2.2209 -0.1502 0.8910 -1.105 1.559 0.789
H 2.2911 0.1715 -1.5286 -0.075 -0.129 0.078
H 1.6767 -1.4758 -1.6343 -0.076 -0.032 -0.053
H 3.1336 -1.1309 -0.6640 0.086 -0.026 0.019
H -1.0935 -1.0603 0.0001 3.606 1.118 -1.528
H 0.0417 1.8989 -0.7314 0.068 -0.145 0.113
H -1.4116 1.0227 -1.3848 0.022 0.012 0.025
H -0.5937 1.1701 1.6494 -0.164 0.117 -0.213
H -3.0517 0.4371 0.8902 -0.051 -0.065 0.047
H -2.2379 -0.6605 1.7694 0.163 0.053 0.004
```
Forces are in eV/Å.

ORCA calculation (ωB97M-V with the def2-TZVPD basis set) on one molecule with the formula C5H9NO.

SMILES ... C[C@H](C#N)CCO
Kohn-Sham gap ... 11.431 eV
HOMO level ... -0.3886 hartree

XYZ file:
```
16
Properties=species:S:1:pos:R:3:forces:R:3
C -2.0842 -0.2713 -0.1822 -0.096 0.011 0.000
C -0.5617 -0.4187 -0.2754 0.035 -0.005 -0.003
C -0.1117 -1.4263 0.6998 0.293 -0.638 0.703
N 0.2564 -2.1776 1.5003 -0.356 0.698 -0.756
C 0.1647 0.9110 -0.0180 -0.034 0.063 0.006
C 1.7149 0.8122 -0.0560 -0.017 0.325 0.051
O 2.2115 -0.4443 -0.4718 0.054 -0.158 0.102
H -2.4389 0.4773 -0.8975 0.088 -0.109 0.091
H -2.3771 0.0442 0.8243 0.036 -0.020 -0.147
H -2.5795 -1.2217 -0.3975 0.047 0.131 0.018
H -0.2778 -0.7857 -1.2676 -0.036 -0.010 0.153
H -0.1860 1.6237 -0.7735 0.040 -0.132 0.087
H -0.1634 1.3004 0.9530 0.055 -0.052 -0.114
H 2.1266 1.0869 0.9231 -0.060 -0.079 -0.110
H 2.1078 1.5345 -0.7764 -0.074 -0.062 0.092
H 2.1983 -1.0461 0.2839 0.024 0.038 -0.174
```
Forces are in eV/Å.

ORCA calculation (ωB97M-V with the def2-TZVPD basis set) on one molecule with the formula C5H9NO.

SMILES ... [H]/N=C1/COC1(C)C
Kohn-Sham gap ... 10.127 eV
HOMO level ... -0.3389 hartree

XYZ file:
```
16
Properties=species:S:1:pos:R:3:forces:R:3
H -2.4205 0.9457 -0.7409 0.543 -2.089 1.501
N -2.3893 -0.0444 -0.2937 -1.934 1.547 -1.541
C -1.2926 -0.5465 -0.0499 2.240 5.562 -0.805
C -0.7635 -1.8001 0.2568 2.773 -4.343 1.851
O 0.6100 -1.3223 0.3940 -0.121 -0.177 -0.103
C 0.3133 0.0441 0.0406 -1.183 0.311 1.455
C 0.6995 1.0496 1.1778 -1.454 -2.209 0.194
C 1.0547 0.6096 -1.1569 -0.865 -4.686 -1.966
H -1.0094 -2.4029 1.1818 -0.321 0.881 -0.915
H -0.7531 -2.4915 -0.5905 -0.492 -0.038 -0.067
H 1.5924 0.6774 1.6554 0.146 -0.242 0.401
H -0.0902 1.3069 1.8820 0.071 -0.310 0.185
H 0.9581 1.8910 0.6504 0.613 2.400 -0.685
H 2.1821 0.5534 -1.0575 -1.406 -0.164 -0.210
H 0.7376 1.5770 -1.3210 -0.515 2.144 -0.406
H 0.5709 -0.0469 -2.0284 1.905 1.414 1.109
```
Forces are in eV/Å.

ORCA calculation (ωB97M-V with the def2-TZVPD basis set) on one molecule with the formula C5H9NO.

SMILES ... [H]/N=C/C(C)(C)C=O
Kohn-Sham gap ... 10.428 eV
HOMO level ... -0.3529 hartree

XYZ file:
```
16
Properties=species:S:1:pos:R:3:forces:R:3
H -2.9921 0.9477 -0.3001 0.329 -0.102 0.264
N -1.9893 1.0554 -0.1053 0.397 -1.362 -0.994
C -1.3547 -0.0641 -0.2470 -1.509 1.723 1.199
C 0.1226 -0.0640 0.0446 -0.081 -0.166 0.394
C 0.8804 0.7841 -0.9771 0.192 0.468 -0.160
C 0.6473 -1.4982 0.0686 0.099 -0.176 0.368
C 0.2489 0.6428 1.4359 1.966 -1.089 0.983
O 0.7838 0.1110 2.4030 -1.151 0.688 -1.585
H -1.8985 -1.0204 -0.3230 0.371 0.162 -0.435
H 1.9405 0.8614 -0.7094 -0.132 -0.144 -0.023
H 0.4878 1.8056 -1.0324 -0.073 -0.216 0.072
H 0.8100 0.3502 -1.9811 -0.010 -0.015 0.196
H 0.4409 -2.0105 -0.8785 0.076 0.243 0.041
H 0.1652 -2.0883 0.8573 0.088 0.184 -0.058
H 1.7259 -1.5260 0.2582 -0.211 0.032 -0.056
H -0.0188 1.7134 1.4861 -0.353 -0.231 -0.206
```
Forces are in eV/Å.

ORCA calculation (ωB97M-V with the def2-TZVPD basis set) on C5H9NO as an isolated structure.

Kohn-Sham gap (alpha / beta) ... 7.477 / 7.478 eV
HOMO level (alpha / beta) ... -0.2701 / -0.2701 hartree

XYZ file:
```
16
Properties=species:S:1:pos:R:3:forces:R:3
N -0.8149 -0.5620 -2.6527 0.170 -0.027 0.266
C -0.4073 -0.2776 -1.4889 -0.128 0.209 -0.100
C -0.7968 0.7541 -0.5956 -0.193 -0.049 -0.171
C -0.9499 0.5342 0.8867 0.005 0.020 -0.013
C 0.5449 0.6094 1.2569 -0.006 0.046 0.300
C 1.0498 -1.0882 0.2458 0.040 -0.038 -0.049
O 0.8102 -0.9818 -1.0346 0.056 -0.077 0.103
H -0.1684 -1.2035 -3.1126 -0.061 0.048 0.010
H 0.8630 0.8388 0.1010 0.060 -0.103 0.042
H -1.3476 1.5543 -1.0791 0.038 -0.124 0.056
H -1.4199 -0.4147 1.1797 0.080 0.112 -0.041
H -1.5354 1.3316 1.3516 0.096 -0.114 -0.075
H 0.7380 1.6709 1.4805 -0.003 -0.127 -0.084
H 0.9927 0.0871 2.1171 -0.060 0.034 -0.135
H 0.3370 -1.6409 0.8614 0.042 0.141 -0.082
H 2.1047 -1.2119 0.4830 -0.135 0.049 -0.025
```
Forces are in eV/Å.

ORCA calculation (ωB97M-V with the def2-TZVPD basis set) on one molecule with the formula C5H9NO.

Kohn-Sham gap ... 11.317 eV
HOMO level ... -0.3934 hartree

XYZ file:
```
16
Properties=species:S:1:pos:R:3:forces:R:3
C -1.0658 -0.8778 0.7853 -0.045 -0.032 0.030
C -0.2828 0.2160 0.0653 0.008 -0.148 -0.056
C -0.3195 0.0805 -1.4577 0.006 -0.037 -0.074
C 1.1788 0.2383 0.5744 -0.108 0.256 0.106
O 1.8173 -1.0015 0.3814 0.166 -0.050 -0.219
C -0.8140 2.6552 0.6458 -0.350 -0.786 -0.140
N -0.8240 1.5076 0.3943 0.470 1.097 0.265
H -0.5315 -1.8256 0.6775 -0.145 0.122 -0.017
H -1.1380 -0.6380 1.8518 0.007 -0.065 -0.178
H -2.0780 -0.9745 0.3799 0.167 0.019 0.045
H -1.3473 0.1438 -1.8285 0.157 -0.063 0.087
H 0.1045 -0.8810 -1.7636 -0.090 0.104 0.041
H 0.2559 0.8936 -1.9166 -0.086 -0.171 0.066
H 1.7157 1.0623 0.0812 -0.105 -0.147 0.075
H 1.1767 0.4370 1.6513 -0.041 -0.042 -0.153
H 2.1519 -1.0359 -0.5217 -0.011 -0.057 0.123
```
Forces are in eV/Å.

ORCA calculation (ωB97M-V with the def2-TZVPD basis set) on one molecule with the formula C5H9NO.

SMILES ... C[C@H](C#N)CCO
Kohn-Sham gap ... 11.397 eV
HOMO level ... -0.3972 hartree

XYZ file:
```
16
Properties=species:S:1:pos:R:3:forces:R:3
C -1.6454 -0.4697 -0.5489 -0.063 -0.004 -0.046
C -0.4019 -0.6317 0.3349 0.026 -0.033 -0.039
C -0.6858 -1.3364 1.5940 -0.136 -0.483 0.822
N -0.8476 -1.9260 2.5770 0.070 0.623 -0.926
C 0.2865 0.7256 0.5915 -0.024 0.047 0.052
C 1.4024 1.0466 -0.4397 0.042 0.276 0.215
O 1.4427 0.1463 -1.5369 0.190 -0.137 -0.069
H -1.3171 -0.1595 -1.5456 -0.077 -0.025 0.140
H -2.3118 0.3016 -0.1476 0.094 -0.156 -0.011
H -2.2111 -1.4011 -0.6385 0.125 0.100 0.001
H 0.3004 -1.2728 -0.2072 -0.092 0.022 0.120
H -0.4806 1.5080 0.5626 0.123 -0.132 0.013
H 0.7082 0.7509 1.6014 -0.016 -0.047 -0.173
H 2.3722 1.0623 0.0716 -0.133 -0.007 -0.102
H 1.2414 2.0461 -0.8552 0.022 -0.116 0.080
H 2.2155 -0.4202 -1.4427 -0.152 0.073 -0.077
```
Forces are in eV/Å.

ORCA calculation (ωB97M-V with the def2-TZVPD basis set) on one molecule with the formula C5H9NO.

SMILES ... CC[C@@H](O)CC#N
Kohn-Sham gap ... 11.579 eV
HOMO level ... -0.3970 hartree

XYZ file:
```
16
Properties=species:S:1:pos:R:3:forces:R:3
C -0.3836 1.8817 0.9220 -0.052 -0.144 -0.127
C -0.6387 0.4360 0.4377 -0.014 0.181 0.146
C 0.5323 -0.1537 -0.3639 -0.334 -0.132 -0.198
O 1.7336 0.0133 0.3610 0.018 0.213 0.322
C 0.4349 -1.6708 -0.6638 0.121 0.074 0.108
C -0.6720 -2.0311 -1.5466 -1.190 -0.275 -0.891
N -1.5470 -2.3191 -2.2521 1.128 0.417 0.933
H -0.1379 2.5446 0.0873 0.025 -0.078 0.057
H -1.2720 2.2922 1.4139 0.118 -0.183 -0.104
H 0.4220 1.9504 1.6628 -0.086 0.042 -0.068
H -1.5616 0.4585 -0.1478 0.140 -0.305 -0.072
H -0.8007 -0.2012 1.3159 -0.099 0.004 -0.129
H 0.6137 0.3488 -1.3417 -0.036 0.079 0.206
H 1.5510 0.7061 1.0146 0.426 -0.306 -0.260
H 0.3625 -2.2663 0.2523 -0.073 0.246 0.017
H 1.3634 -1.9893 -1.1516 -0.091 0.165 0.061
```
Forces are in eV/Å.

ORCA calculation (ωB97M-V with the def2-TZVPD basis set) on one molecule with the formula C5H9NO.

SMILES ... CC(=O)[C@H]1CN1C
Kohn-Sham gap ... 10.169 eV
HOMO level ... -0.3408 hartree

XYZ file:
```
16
Properties=species:S:1:pos:R:3:forces:R:3
C -1.4494 -0.5041 1.0202 -0.074 0.041 0.163
C -1.2709 -0.3917 -0.4672 -0.029 -0.271 -0.096
O -1.8264 -1.1569 -1.2306 0.019 0.389 0.404
C -0.3149 0.5864 -1.0675 -0.024 -0.093 -0.209
C 0.6831 1.5021 -0.4660 0.048 0.333 0.128
N 1.1144 0.1999 -0.9235 0.139 0.091 -0.037
C 1.5214 -0.6907 0.1755 0.126 -0.115 0.103
H -1.1583 -1.5095 1.3386 -0.062 0.134 -0.010
H -2.5143 -0.3809 1.2242 0.029 -0.017 0.097
H -0.8803 0.2427 1.5760 -0.136 -0.106 -0.044
H -0.6551 0.8690 -2.0660 0.460 -0.464 -0.002
H 1.0078 2.3101 -1.1163 -0.123 0.088 0.215
H 0.7289 1.7210 0.5999 -0.129 -0.127 -0.126
H 1.2696 -0.3229 1.1831 -0.080 -0.036 -0.278
H 1.1352 -1.7076 0.0824 -0.125 0.107 -0.241
H 2.6093 -0.7667 0.1372 -0.040 0.047 -0.067
```
Forces are in eV/Å.

ΔE to the lowest compared entry with this formula, charge and spin / kcal per mole: 43.7 69.9 27.2 83.1 36.8 148.9 42.9 31.3 24.9 57.3